Record 1
{
  "formula": "C42H61BGe2IrN7O4S4",
  "method": "the ωB97M-V functional and the def2-TZVPD basis",
  "species": ["Ir", "Ge", "Ge", "S", "S", "S", "S", "O", "O", "O", "O", "N", "N", "N", "N", "N", "N", "N", "C", "C", "C", "C", "C", "C", "C", "C", "C", "C", "C", "C", "C", "C", "C", "C", "C", "C", "C", "C", "C", "C", "C", "C", "C", "C", "C", "C", "C", "C", "C", "C", "C", "C", "C", "C", "C", "C", "C", "C", "C", "C", "B", "H", "H", "H", "H", "H", "H", "H", "H", "H", "H", "H", "H", "H", "H", "H", "H", "H", "H", "H", "H", "H", "H", "H", "H", "H", "H", "H", "H", "H", "H", "H", "H", "H", "H", "H", "H", "H", "H", "H", "H", "H", "H", "H", "H", "H", "H", "H", "H", "H", "H", "H", "H", "H", "H", "H", "H", "H", "H", "H", "H", "H"],
  "xyz": [[-0.0346, 0.3548, 0.2710], [-0.9638, -0.7698, -1.7540], [-2.5377, 0.1394, -3.6895], [5.5192, -0.3265, -4.9338], [2.1269, 0.1452, 1.5122], [-0.8928, 2.4852, 1.3742], [-1.4852, -1.1496, 1.7388], [-1.3974, 2.4834, -1.9876], [5.5220, 0.8286, -5.8060], [6.6679, -0.5056, -4.0828], [4.9124, -1.5267, -5.4614], [0.6628, 1.9729, 3.5148], [0.7603, -0.5947, 3.7207], [-3.5078, 0.2091, 2.9895], [2.1392, -2.1564, 3.0038], [1.3476, 1.8352, -1.2440], [-1.4941, 0.6193, 3.7810], [1.2255, 3.8451, 2.4984], [2.3271, 1.3012, -2.0981], [4.5924, 0.5884, -2.4841], [2.7701, -2.4950, -2.7570], [-2.1653, -4.5303, -0.2920], [0.6037, -1.6957, 4.5122], [0.3537, 5.1182, 0.5235], [-2.1083, -2.3427, -1.3000], [-3.4033, -1.3550, -4.7219], [-2.3978, 1.3246, 4.5265], [-4.3398, 0.3777, 0.7250], [2.0648, 3.6684, 3.5700], [-4.6094, -0.2146, 2.1114], [1.3882, 5.0364, 1.6419], [-3.5483, -4.5424, -0.3742], [2.7980, 4.9688, 1.0362], [-3.6343, 1.0757, 4.0422], [0.3528, -2.1445, -4.0545], [2.6146, -2.9527, -4.0570], [0.3809, 2.7826, 2.4752], [2.4637, -4.1289, 1.6319], [3.1752, -2.9766, 2.3451], [-4.2120, -3.4598, -0.9267], [0.4970, -1.6736, -2.7558], [-4.6843, -1.7404, 2.0787], [-1.4519, -3.4409, -0.7540], [-4.0684, 1.2187, -2.9530], [1.7193, 2.5189, 4.1841], [4.1100, -3.5074, 3.4381], [1.2323, 6.2837, 2.5214], [-3.4940, -2.3656, -1.3766], [3.6300, 1.1172, -1.6400], [4.0215, -2.2066, 1.3356], [-2.1855, -0.0610, 2.8468], [1.6780, -0.9022, 2.7828], [1.3975, -2.7840, -4.6983], [1.7208, -1.8593, -2.1198], [-5.9392, 0.3334, 2.6354], [4.2203, 0.2571, -3.7608], [2.9497, 0.4183, -4.2490], [-1.4790, 1.1957, -5.0173], [1.4431, -2.6572, 4.0732], [1.9880, 0.9353, -3.4001], [0.0053, 0.6996, 4.1047], [-4.0626, -0.8758, -5.4423], [0.2715, 6.2670, 3.0304], [-6.1532, -0.0356, 3.6349], [1.2666, 7.1692, 1.8936], [-5.1912, 0.1964, 0.0772], [-4.5725, 1.4537, 4.3801], [3.7165, -2.6260, -2.2511], [-4.0984, 2.1850, -3.4459], [4.7939, -2.8753, 0.9615], [4.5079, -1.3470, 1.7913], [3.4464, -3.4018, -4.5774], [-4.8407, -2.1346, 3.0796], [0.5465, 6.0222, -0.0498], [4.5441, -2.6854, 4.0047], [-3.4542, -0.0657, 0.2735], [-2.6886, -1.9631, -5.2665], [2.0198, 6.3709, 3.2639], [-6.7363, -0.0111, 1.9835], [0.5730, 2.2521, -1.7584], [1.7444, 2.4799, -0.5704], [3.4304, -1.8721, 0.4893], [-0.6520, 5.1783, 0.9319], [0.0937, 0.8067, 5.2866], [-1.6405, -5.3781, 0.1205], [3.2010, -4.7867, 1.1819], [-3.9889, 1.3735, -1.8836], [-0.8440, 0.5169, -5.5775], [1.8538, -4.7081, 2.3199], [-5.2902, -3.4624, -0.9963], [2.7258, 0.1397, -5.2630], [-4.0210, -1.5158, -1.7930], [-0.5920, -2.0120, -4.5666], [-4.1867, 1.4523, 0.8110], [-2.0897, 1.9418, 5.3450], [3.6013, -4.1775, 4.1241], [3.5689, 5.0583, 1.7979], [5.6114, 0.4305, -2.1752], [-4.1053, -5.3919, -0.0076], [-1.8065, 3.2439, -2.4076], [2.8271, 4.3676, 3.8318], [0.9715, 1.0591, -3.7385], [1.5888, -3.6457, 4.4492], [-0.8650, 1.9657, -4.5654], [-0.0950, -1.7044, 5.3214], [1.2668, -3.1480, -5.7074], [1.8221, -3.7401, 0.8456], [-5.9622, 1.4207, 2.6329], [3.8847, 1.3833, -0.6247], [-5.5141, -2.0445, 1.4500], [-3.7749, -2.1692, 1.6720], [-2.1703, 1.6676, -5.7103], [4.9161, -4.0648, 2.9710], [-4.9966, 0.6961, -3.1646], [-1.6533, 2.5016, -1.0590], [2.9502, 4.0242, 0.5151], [0.4152, 4.2640, -0.1435], [-3.9998, -2.0103, -4.0954], [2.1321, 2.0463, 5.0491], [-0.3717, -3.4416, -0.6940], [2.9346, 5.7791, 0.3251], [1.8430, -1.4904, -1.1022]],
  "forces_ev_per_a": [[1.635, 1.307, 1.743], [-1.644, -0.908, -1.921], [-0.180, 0.504, -0.115], [-1.754, 1.179, 1.253], [-1.234, 0.532, -1.569], [-0.484, -1.943, -1.582], [1.173, 0.441, -1.869], [0.268, 0.094, -0.091], [0.525, -0.180, -0.571], [0.642, -0.259, -0.036], [0.172, -0.611, -0.515], [0.045, 0.727, 0.028], [0.484, -0.200, -0.102], [0.956, 0.182, 0.433], [-0.626, 0.698, 0.261], [-1.756, -0.820, 1.566], [-0.571, -0.247, -0.027], [-0.065, -0.808, 0.537], [1.071, -0.620, -0.714], [-0.596, 0.241, 0.532], [0.090, -0.153, 0.049], [0.067, -0.203, 0.022], [0.116, -0.379, 0.082], [0.168, -0.076, 0.127], [0.699, 0.566, 0.511], [0.463, 0.289, 0.525], [-0.278, 0.173, 0.071], [0.097, -0.093, 0.120], [0.072, -0.106, 0.112], [-0.574, -0.285, -0.645], [0.141, 0.781, -0.643], [-0.035, -0.037, 0.037], [-0.177, -0.026, 0.082], [0.149, 0.346, 0.359], [-0.595, 0.256, 0.097], [0.035, -0.008, 0.006], [0.264, -0.073, 0.277], [0.033, 0.180, 0.094], [0.667, -0.571, -0.484], [-0.110, -0.023, -0.057], [0.370, 0.394, 0.836], [0.132, 0.133, 0.046], [-0.048, -0.077, -0.012], [0.583, -0.475, -0.197], [0.080, -0.012, -0.087], [-0.123, 0.080, -0.055], [-0.023, -0.208, -0.034], [0.005, 0.240, -0.045], [-0.242, 0.020, 0.107], [-0.194, 0.011, 0.034], [0.074, 0.268, 0.257], [-0.013, -0.127, 0.409], [0.087, -0.058, 0.004], [-0.078, -0.141, 0.303], [0.268, -0.021, 0.031], [1.736, -0.749, -1.161], [-0.679, 0.372, 0.576], [-0.328, -0.445, 0.557], [-0.394, 0.062, 0.385], [-0.018, 0.222, 0.006], [-0.080, -0.185, -0.381], [-0.046, 0.175, -0.078], [-0.102, 0.023, 0.065], [-0.050, -0.016, 0.142], [0.046, 0.066, -0.068], [-0.118, -0.041, -0.108], [-0.235, 0.036, 0.052], [0.091, 0.048, -0.007], [0.012, 0.157, -0.101], [0.022, -0.063, 0.040], [0.080, 0.069, 0.002], [0.051, 0.007, -0.005], [-0.077, -0.038, 0.145], [0.067, 0.051, 0.020], [0.042, 0.046, 0.042], [-0.025, -0.026, -0.043], [0.118, -0.016, -0.043], [0.082, 0.005, 0.083], [-0.004, -0.064, -0.094], [0.015, 0.169, 0.144], [-0.113, 0.074, -0.099], [0.083, -0.009, -0.100], [-0.105, 0.023, -0.078], [0.026, 0.039, 0.232], [0.041, -0.121, 0.081], [0.067, -0.077, -0.051], [0.038, 0.010, 0.146], [0.139, -0.061, -0.075], [-0.049, -0.110, 0.074], [-0.102, -0.028, -0.036], [-0.066, -0.046, -0.219], [-0.101, 0.052, 0.025], [-0.018, -0.035, -0.105], [-0.061, 0.166, -0.014], [0.021, 0.106, 0.171], [-0.003, -0.087, 0.096], [0.061, 0.002, 0.033], [0.181, 0.004, 0.045], [-0.046, -0.077, -0.001], [-0.144, 0.194, -0.020], [0.164, 0.204, 0.007], [-0.227, 0.069, -0.053], [0.067, -0.195, 0.051], [0.057, 0.072, 0.109], [-0.118, -0.038, 0.229], [-0.010, 0.029, -0.063], [-0.097, 0.041, -0.161], [-0.010, 0.114, 0.018], [0.042, 0.123, 0.265], [-0.133, -0.047, -0.081], [-0.046, -0.095, -0.070], [-0.172, 0.014, -0.079], [0.064, -0.050, -0.050], [-0.129, -0.075, -0.033], [-0.120, 0.132, -0.020], [0.035, -0.048, -0.078], [-0.058, 0.072, -0.119], [-0.014, -0.009, 0.114], [0.112, -0.062, 0.241], [0.140, -0.068, -0.015], [-0.014, 0.062, -0.036], [0.179, -0.022, -0.032]],
  "homo_energy_ev": [-9.25, -9.25],
  "s2": 0.781,
  "e_lumo_ev": [-5.9, -5.8],
  "multiplicity": 2,
  "gap_ha": [0.123, 0.127],
  "total_charge": 1
}

=====

Record 2
{
  "formula": "C3H12N3O",
  "method": "the ωB97M-V functional and the def2-TZVPD basis",
  "species": ["O", "N", "N", "N", "C", "C", "C", "H", "H", "H", "H", "H", "H", "H", "H", "H", "H", "H", "H"],
  "xyz": [[1.2688, 1.1511, -1.3749], [-0.4484, 0.3814, 0.8907], [-0.6319, -1.9615, 1.5623], [-0.0628, -1.3015, -0.6989], [-0.4997, -0.8909, 0.6301], [1.0295, 0.9463, -2.7109], [-0.8760, 0.8404, 2.2602], [0.4763, -0.0383, -2.7625], [-0.0508, 1.5624, 2.5187], [-0.0382, -2.2907, -0.9965], [2.0696, 1.1654, -3.1444], [0.2511, 1.4337, -3.1844], [-0.1419, 1.0581, 0.1524], [0.6048, -1.0669, -1.0855], [-0.9116, 0.2019, 3.1563], [-0.9572, -2.9158, 1.3753], [-1.7608, 1.4131, 2.0427], [-0.9895, -1.7434, 2.4896], [1.6688, 2.0551, -1.1202]],
  "forces_ev_per_a": [[-0.034, 2.569, 3.909], [-0.837, -1.372, 1.844], [-0.914, 2.237, -0.359], [-15.941, -6.865, 9.908], [2.997, -4.114, -2.830], [2.118, -1.675, -1.051], [2.154, 2.506, -0.853], [1.890, 0.135, -0.312], [-1.021, -0.402, 0.010], [-1.142, 0.292, 1.355], [-1.916, -1.226, -0.730], [-1.279, 2.578, -0.684], [-0.178, -0.945, 0.604], [15.099, 7.577, -7.729], [-0.203, -0.482, -1.142], [0.484, 0.769, -1.081], [-0.552, 0.067, 0.712], [0.160, 0.445, -0.364], [-0.887, -2.093, -1.207]],
  "homo_energy_ev": -14.11,
  "e_lumo_ev": -3.0,
  "gap_ha": 0.408,
  "de_lowest_kcal_mol": 109.2,
  "total_charge": 1
}